Record 1
ORCA calculation (wB97M-V/def2-TZVPD) on a structure of composition C44H37IrN7O3S at a distorted geometry.

Positions of all 93 atoms, in Å:
Ir  -1.64952  0.29892  0.28769
C  -2.94960  -2.82082  3.09707
C  -2.79755  -1.47639  2.46585
O  -2.22175  -1.45288  1.34084
C  -3.39876  -0.34971  3.09081
C  -3.50173  0.93964  2.59779
C  -4.29240  1.95955  3.36281
N  -2.92380  1.30187  1.43777
N  -3.12868  2.58079  1.02574
C  -2.58439  2.84800  -0.16507
O  -2.01887  1.91308  -0.89338
C  -2.67572  4.19253  -0.72847
C  -2.10087  4.46130  -1.96988
C  -2.17924  5.73744  -2.49914
C  -2.82590  6.74459  -1.79356
C  -3.39869  6.47837  -0.55524
C  -3.32487  5.20652  -0.01940
H  -2.50648  -3.58421  2.46480
H  -4.00237  -3.04572  3.27506
H  -2.45476  -2.82109  4.07152
H  -3.90260  -0.53800  4.02819
H  -4.65410  1.53573  4.29476
H  -5.13823  2.30962  2.77102
H  -3.67606  2.83469  3.56878
H  -1.60185  3.67223  -2.51411
H  -1.73817  5.94888  -3.46341
H  -2.88406  7.74147  -2.20939
H  -3.90296  7.26448  -0.01056
H  -3.76999  4.98867  0.94116
C  12.00987  -0.07529  1.80324
O  11.24821  -0.12389  0.60249
C  9.91338  -0.06535  0.68345
C  9.19814  0.05701  1.87504
C  7.81545  0.11125  1.83787
C  7.12029  0.04636  0.63520
C  7.85018  -0.07728  -0.55424
C  9.22086  -0.13281  -0.53194
C  5.67016  0.10422  0.56855
N  4.95427  0.01978  -0.53731
C  3.66002  0.11927  -0.14295
C  3.56399  0.27125  1.22751
N  4.86147  0.25734  1.66899
C  2.32716  0.41713  1.90986
C  2.18941  0.58303  3.30200
C  0.93174  0.69721  3.83064
C  -0.17473  0.67700  2.97814
N  -0.07324  0.55404  1.66841
C  1.16380  0.39178  1.12045
C  1.25041  0.16857  -0.29184
N  0.08991  0.12658  -0.97678
C  0.09698  0.06912  -2.28863
C  1.28849  0.00028  -3.02079
C  2.48618  -0.01985  -2.35046
C  2.48197  0.07935  -0.94883
H  13.04840  -0.15055  1.49874
H  11.76108  -0.91279  2.45778
H  11.85264  0.86881  2.32833
H  9.70538  0.10922  2.82636
H  7.29470  0.20304  2.78444
H  7.31740  -0.12867  -1.49350
H  9.79533  -0.22829  -1.44312
H  5.18874  0.34348  2.61522
H  3.05878  0.60816  3.94503
H  0.76752  0.82115  4.89107
H  -1.16589  0.79880  3.38961
H  -0.86905  0.05833  -2.77420
H  1.24196  -0.04987  -4.09890
H  3.43178  -0.09070  -2.87079
N  -2.72559  -0.63485  -1.25795
S  -2.89389  -2.23839  -1.19176
C  -2.84046  -2.78451  -2.88148
C  -1.72587  -3.52216  -3.25542
C  -1.60729  -3.93274  -4.57562
C  -2.59127  -3.59648  -5.49501
C  -3.70292  -2.85618  -5.10538
C  -3.83603  -2.44782  -3.78941
C  -4.58569  -2.60296  -0.73331
C  -5.07425  -3.88740  -0.93021
C  -6.36082  -4.18386  -0.50873
C  -7.13925  -3.20632  0.09932
C  -6.63323  -1.92865  0.29416
C  -5.34412  -1.61977  -0.11953
H  -3.35239  -0.14465  -1.88697
H  -0.96945  -3.77948  -2.52449
H  -0.75275  -4.51959  -4.88265
H  -2.49961  -3.92150  -6.52257
H  -4.47009  -2.61074  -5.82675
H  -4.71271  -1.89850  -3.46767
H  -4.46813  -4.64442  -1.41286
H  -6.75808  -5.17800  -0.66052
H  -8.14536  -3.44207  0.41807
H  -7.24291  -1.16807  0.76306
H  -4.93699  -0.62671  0.02949

- 2S+1: 2
- Electronic energy: -76464.128 eV
- Kohn-Sham gap (alpha / beta): 0.2306 / 0.1564 Ha
- Net charge: +2

Results of the Löwdin charge analysis, in e, for atoms 1 through 8:
1 Ir 1.482
2 C 0.023
3 C -0.394
4 O -0.185
5 C 0.014
6 C -0.306
7 C -0.005
8 N -0.122


Record 2
ORCA calculation (wB97M-V/def2-TZVPD) on a cluster of 2 separate species, C2H5N2OP in total at a distorted geometry.

Positions of all 11 atoms, in Å:
N  1.27777  -1.64971  -0.59004
C  1.82808  -0.77568  0.24878
P  1.31864  0.40000  1.38276
O  3.00663  -0.27906  0.23612
H  1.78550  -2.29461  -1.09530
H  0.31528  -1.69540  -0.35728
C  -2.07694  1.33686  -0.27742
N  -1.37149  0.66954  0.54186
H  -2.07650  0.94463  -1.40382
H  -2.68225  2.23595  -0.16651
H  -1.32473  1.10750  1.48084

- 2S+1: 1
- Electronic energy: -16468.089 eV
- Kohn-Sham gap: 0.2615 Ha
- SMILES string: NC1=PO1.C=N

Results of the Löwdin charge analysis, in e, for atoms 1 through 8:
1 N 0.155
2 C -0.979
3 P 0.881
4 O -0.180
5 H 0.085
6 H 0.081
7 C -0.147
8 N -0.069


Which value of 2S+1 does entry 1 give?
2


Look up the electronic energy of the first one.
-76464.128 eV


Which value of electronic energy does entry 1 give?
-76464.128 eV